No. 1
{
  "formula": "C26H55NO5",
  "method": "the ωB97M-V functional and the def2-TZVPD basis",
  "gap_ev": 9.2,
  "e_tot_ha": -1454.502725,
  "smiles": "CCN(CC)CC.C1CCOC1.C1CCOC1.C1CCOC1.C1CCOC1.C1CCOC1",
  "lumo_energy_ev": 0.66,
  "symbols": ["C", "H", "H", "C", "H", "C", "H", "H", "C", "H", "H", "H", "C", "H", "C", "C", "C", "H", "C", "H", "H", "H", "H", "H", "H", "H", "H", "H", "H", "H", "O", "H", "H", "C", "H", "H", "H", "O", "C", "H", "H", "H", "H", "C", "H", "O", "H", "H", "H", "C", "H", "C", "N", "C", "C", "C", "H", "H", "C", "C", "C", "C", "H", "H", "H", "H", "C", "H", "H", "H", "C", "H", "H", "H", "C", "H", "H", "C", "H", "C", "H", "H", "O", "H", "H", "H", "O"],
  "coordinates": [[2.50, 0.69, 1.97], [2.43, -0.99, 0.59], [-4.70, -1.37, 0.75], [-5.02, -2.87, -2.02], [-0.81, 2.66, -6.23], [4.99, 1.13, 4.73], [-3.87, 2.48, 4.30], [-2.12, 0.97, 0.93], [-1.55, 0.53, 5.44], [-0.43, -1.11, -5.02], [0.94, -0.02, -5.27], [-5.73, -2.61, -2.81], [-0.15, 2.04, -0.82], [-1.32, -0.17, -7.13], [1.64, -2.52, -2.57], [3.69, 0.77, 4.02], [-1.72, 2.28, 3.80], [0.09, 0.81, -7.23], [-1.45, 1.77, -6.08], [0.18, 1.55, -3.82], [4.83, -2.78, -2.59], [-4.20, -0.87, -2.06], [0.32, 2.24, -1.78], [-2.39, 1.98, -6.59], [-0.96, -0.68, -1.38], [2.24, 3.43, 1.05], [-6.48, -2.20, -0.56], [-0.97, 0.35, -3.26], [1.14, -3.97, -1.02], [2.20, 1.25, 1.09], [-2.83, 1.18, 5.51], [0.21, 1.43, 4.46], [5.10, 2.17, 5.01], [3.16, 3.59, 1.62], [1.33, -1.79, -1.80], [-5.93, -3.83, -0.30], [-0.75, -0.89, 0.36], [2.93, -2.14, -3.03], [-3.83, -1.90, -1.92], [3.52, -4.18, -0.57], [-3.02, -2.11, -2.62], [3.69, -0.31, 3.92], [-0.80, 0.38, 3.42], [-0.70, 0.50, -6.54], [5.07, 0.53, 5.64], [-1.73, 1.60, -4.71], [-2.20, 2.91, -0.60], [3.99, -0.75, 1.35], [0.20, 2.78, -0.10], [-5.59, -2.83, -0.60], [-1.63, 2.50, 2.74], [3.16, 2.79, 2.90], [3.55, 1.39, 2.71], [2.91, -0.71, 1.53], [-1.68, 2.01, -0.94], [1.78, -3.89, -1.91], [3.24, 4.66, 1.80], [0.92, -2.40, -3.37], [-4.43, -2.32, 0.27], [-0.15, -0.08, -5.24], [-0.64, 0.90, -4.15], [-0.81, 1.12, 4.23], [2.17, 2.84, 3.38], [-3.41, 0.95, 3.54], [1.44, -4.72, -2.52], [3.93, -1.98, -1.25], [3.29, -4.00, -1.62], [3.99, 3.29, 0.97], [2.70, -1.47, 2.29], [-4.64, -3.85, -2.31], [-3.07, 1.75, 4.22], [5.82, 0.85, 4.09], [-1.70, -0.55, 5.35], [1.56, 0.65, 2.55], [-0.89, -0.14, -0.43], [-1.47, 3.20, 4.33], [-1.96, 1.91, -1.98], [-2.06, 0.77, -0.14], [3.70, -4.86, -2.16], [3.86, -2.67, -2.10], [-4.11, -3.04, 1.01], [-1.06, 0.73, 6.39], [-3.33, -2.08, -0.61], [-3.04, 0.39, -0.44], [3.87, 3.23, 3.61], [2.83, 0.98, 4.68], [0.23, 0.73, -0.37]],
  "mulliken_charge": [0.8310, 0.1990, 0.1864, -0.6223, 0.2731, -1.4264, 0.3802, -0.5716, -0.6130, 0.2380, 0.2582, 0.3513, -0.1133, 0.2767, 0.5634, 0.0265, -0.6144, 0.2554, -0.4915, 0.0761, 0.3524, 0.2528, 0.2589, 0.3082, -0.2126, -0.0088, 0.2812, -0.6945, 0.3030, -0.1048, -0.4403, -0.2019, 0.3498, -1.0672, -0.5071, 0.2866, 0.5260, -0.4564, -0.3448, 0.2977, 0.3091, 0.3386, -0.0674, -0.5703, 0.4217, -0.4058, 0.4605, 0.4096, -0.0253, -0.5932, 0.1856, 0.0417, -0.0437, -1.3833, -0.7617, -0.6382, 0.4463, 0.1661, -0.3453, -0.3858, 0.8792, 0.5244, 0.0420, 0.0643, 0.3237, 0.0619, -0.4928, 0.3296, 0.3293, 0.2686, -0.2467, 0.3191, 0.2570, -0.3278, -0.4895, 0.3842, 0.0842, 0.8482, 0.2636, -0.2715, 0.3196, 0.3356, -0.2743, 0.1089, 0.3330, 0.0040, -0.1778]
}


No. 2
{
  "formula": "C26H56N6O8P2",
  "method": "the ωB97M-V functional and the def2-TZVPD basis",
  "gap_ev": 8.6,
  "e_tot_ha": -2637.156075,
  "smiles": "COCCCCCCCCCCC[PH](N=C=O)(OC#N)[PH2]=O.CN(C)C=O.CN(C)C=O.CN(C)C=O.CN(C)C=O",
  "lumo_energy_ev": -0.02,
  "symbols": ["H", "H", "H", "H", "C", "H", "C", "H", "H", "C", "H", "N", "H", "O", "H", "C", "H", "N", "H", "H", "H", "C", "C", "P", "O", "C", "H", "C", "P", "O", "H", "H", "H", "H", "H", "C", "H", "H", "H", "N", "H", "C", "H", "C", "C", "H", "C", "C", "N", "C", "C", "H", "H", "H", "C", "H", "H", "H", "H", "C", "C", "H", "H", "H", "O", "H", "C", "H", "H", "H", "H", "H", "H", "H", "C", "H", "H", "H", "O", "H", "H", "H", "C", "O", "H", "C", "C", "H", "N", "C", "N", "O", "C", "H", "O", "H", "H", "H"],
  "coordinates": [[-2.18, 8.10, 5.07], [1.00, -0.29, -4.30], [1.99, -4.06, -1.21], [-3.01, 10.14, 5.00], [2.56, -5.44, 4.89], [5.34, -4.27, 0.40], [-1.23, 1.44, -3.09], [-1.35, -3.94, -1.88], [3.65, -5.63, 7.85], [-1.80, 5.42, 2.89], [-5.46, -1.45, -2.26], [2.54, -6.00, 6.13], [1.30, -7.64, 5.82], [-0.13, -3.55, -4.40], [-1.77, 11.39, 4.78], [-2.20, -0.82, -0.68], [4.22, -3.23, -2.97], [-1.84, 4.25, 2.03], [2.77, -4.35, 4.91], [2.30, -7.72, 7.30], [-1.69, -1.73, -1.16], [2.28, -7.42, 6.25], [1.79, 0.47, -4.65], [-2.66, -4.21, -2.45], [2.50, -1.99, -3.13], [2.78, -5.22, 7.33], [-1.67, 6.34, 2.30], [-2.29, 10.56, 4.30], [-3.53, -2.50, -3.51], [2.37, -6.03, 3.84], [-3.53, -4.54, -1.36], [-2.06, 0.72, -3.47], [2.78, -6.32, 0.99], [1.92, -2.84, 0.08], [-4.32, -0.16, -0.44], [-0.27, 9.95, 2.97], [-1.59, 5.38, 0.32], [-0.81, 3.08, -4.56], [-0.33, 9.31, 2.08], [3.28, -4.39, 0.40], [1.18, -4.44, 0.34], [-1.20, 0.46, -0.67], [-2.08, 3.03, 3.72], [4.43, -3.84, -0.07], [-1.13, -2.78, -4.42], [-0.37, 10.99, 2.69], [-1.72, 4.34, 0.67], [-0.46, 1.98, -4.40], [-1.95, -1.82, -3.99], [-0.33, 0.59, -2.06], [3.20, 0.38, -3.88], [1.58, 2.41, -3.34], [0.66, 1.09, -1.75], [4.02, 0.23, -4.68], [1.15, 1.95, -4.31], [-0.43, 0.26, 0.19], [-2.91, 2.48, 2.23], [3.04, -7.97, 5.70], [-4.27, -3.41, -4.35], [-4.39, -1.80, -1.96], [-2.00, 2.95, 2.63], [-2.39, -1.08, 0.44], [3.48, 1.36, -3.32], [0.71, 9.79, 3.44], [-2.58, -5.49, -3.36], [-0.10, -0.49, -2.41], [3.27, -5.43, 1.40], [-4.52, -2.59, -1.12], [-2.82, 10.92, 3.41], [2.96, -4.17, 7.09], [-1.14, 2.32, 2.38], [2.71, -5.09, 2.28], [1.54, 2.64, -5.17], [2.97, -0.42, -1.79], [2.01, -3.91, -0.12], [1.99, 0.33, -5.77], [4.44, -1.08, -2.70], [-3.66, 0.37, -2.07], [-1.74, 3.40, -0.10], [-0.97, 5.33, 3.59], [3.57, -2.99, -4.74], [-1.78, 2.26, -2.49], [3.32, -0.83, -2.82], [-4.30, -1.19, -4.44], [-2.74, 5.49, 3.44], [-3.65, -0.51, -1.32], [3.29, -3.10, -3.63], [1.90, -5.29, 7.98], [-1.31, 9.57, 3.90], [-1.35, 8.28, 4.37], [-4.50, -2.14, -6.89], [-0.56, 7.40, 4.08], [-4.61, -1.68, -5.75], [-0.81, 1.39, -5.33], [4.51, -2.95, -0.91], [-1.79, 1.42, -0.43], [2.64, -4.05, -3.50], [4.28, -5.70, 1.71]],
  "mulliken_charge": [0.2962, -0.4407, 0.0555, 0.2942, 0.1766, 0.2589, 0.2067, -0.0088, 0.3322, -0.9214, 0.3307, 0.1314, 0.2893, -0.4212, 0.3349, -0.0287, 0.3105, 0.1799, 0.2286, 0.3778, -0.3242, -0.9434, 0.3549, 0.3966, -0.0135, -0.9027, 0.1555, -0.9200, 0.2862, -0.6613, 0.0717, -0.4761, 0.3103, 0.3054, 0.4408, -0.9312, 0.2581, 0.3083, 0.2665, 0.2258, 0.3650, -0.6698, 0.3748, -0.0124, 0.5575, 0.3850, 0.0035, -0.8922, -0.0729, 0.5137, -0.8986, 0.3790, 0.3085, 0.3361, -0.9115, 0.3746, 0.2760, 0.2911, 0.2094, -0.8300, -0.9133, 0.4255, 0.3419, 0.3022, -0.6692, -0.3855, -1.0396, 0.4018, 0.3421, 0.3132, 0.2883, 0.5153, 0.3885, 0.1712, -0.7450, 0.4361, 0.3513, 0.2480, -0.5869, 0.4351, 0.2424, 0.3825, -0.3221, -0.3972, 0.3155, -0.5462, -0.7898, 0.3313, 0.1161, 0.1475, -0.4609, -0.6136, 0.3759, 0.2966, -0.5128, 0.1095, 0.1549, 0.2723]
}


No. 3
{
  "formula": "C26H57BF3NO6P",
  "method": "the ωB97M-V functional and the def2-TZVPD basis",
  "gap_ev": 8.5,
  "total_charge": -1,
  "e_tot_ha": -2196.991067,
  "lumo_energy_ev": 2.70,
  "symbols": ["C", "H", "H", "H", "H", "H", "H", "H", "N", "F", "F", "H", "C", "H", "H", "H", "C", "H", "H", "H", "O", "C", "H", "H", "H", "H", "H", "H", "C", "P", "H", "C", "C", "H", "C", "H", "H", "C", "O", "C", "H", "H", "H", "F", "H", "C", "H", "C", "H", "C", "O", "C", "C", "H", "H", "H", "H", "C", "B", "C", "H", "C", "C", "H", "H", "H", "H", "C", "H", "H", "C", "H", "O", "H", "C", "C", "H", "H", "H", "C", "H", "H", "H", "C", "H", "C", "O", "H", "H", "H", "O", "H", "H", "H", "H"],
  "coordinates": [[8.71, 0.23, 1.43], [2.02, 8.06, -2.95], [2.58, -5.50, 2.57], [1.99, 6.91, -0.70], [4.21, -5.17, 0.54], [2.99, 6.58, -2.91], [-1.47, 2.46, 2.10], [-3.76, 2.12, 2.13], [2.98, 1.73, 0.63], [-0.32, 1.07, -2.01], [-1.77, 2.49, -1.36], [0.68, -0.51, -0.29], [-5.82, -3.87, -0.31], [-3.42, 2.13, 0.42], [1.95, 1.88, -1.10], [-0.70, 7.34, -3.19], [6.17, -1.31, 1.23], [6.08, -2.50, -0.57], [4.92, -1.17, -0.50], [-1.32, -1.80, -0.04], [-6.47, -2.69, -0.72], [5.94, -1.46, -0.26], [0.44, -3.92, -2.81], [-5.65, 1.31, 0.48], [9.40, -1.80, 1.56], [-1.38, 4.94, -1.40], [-4.06, -0.22, 2.22], [-5.83, -3.98, 0.79], [-1.69, -3.64, -2.47], [1.02, -3.51, 0.22], [-6.73, 0.01, 2.13], [-0.81, -1.51, 0.89], [-1.74, 1.49, 1.66], [-3.30, -0.47, 0.65], [0.10, -0.30, 0.62], [1.42, 6.58, -3.70], [6.61, -0.84, -0.85], [1.35, 6.58, -1.53], [1.59, -4.85, 0.91], [1.98, 6.98, -2.85], [-4.78, -3.81, -0.63], [-1.81, 7.41, -1.83], [-5.24, -0.10, -0.49], [-2.23, 0.40, -1.36], [-7.76, -2.99, 0.87], [-5.32, 0.27, 0.54], [-2.10, 5.26, -2.98], [8.57, -1.26, 1.13], [4.01, -3.44, 0.81], [0.57, 2.34, 0.55], [0.01, -4.17, -0.82], [-7.66, -2.36, -0.02], [-1.21, 5.41, -2.37], [1.27, 5.49, -1.45], [0.84, -0.25, 1.43], [0.04, -2.42, -1.96], [0.71, 2.63, 1.60], [3.97, -4.42, 1.29], [-0.62, 1.16, 0.47], [-7.61, -0.89, 0.38], [2.35, -3.76, 2.52], [-0.23, -3.48, -2.08], [-6.39, -0.55, 1.26], [-8.55, -0.66, 0.91], [2.81, 1.85, 1.63], [-6.27, -4.77, -0.75], [7.95, 0.82, 0.93], [-3.24, 1.56, 1.34], [-1.57, -1.25, 1.63], [-2.28, -3.87, -1.57], [2.60, -4.63, 1.91], [-0.82, -3.55, 1.65], [0.10, 7.20, -1.28], [-5.94, -1.48, 1.62], [-1.24, 1.27, -1.03], [-0.08, -2.76, 1.42], [-2.08, -2.71, -2.89], [5.41, -1.87, 1.78], [-0.39, 4.88, -2.85], [-0.93, 6.89, -2.21], [-1.83, -4.45, -3.19], [8.62, 0.40, 2.51], [-7.60, -0.28, -0.53], [1.90, 1.97, -0.01], [0.22, 3.24, 0.01], [-3.94, 0.21, 1.22], [7.41, -1.85, 1.69], [8.60, -1.42, 0.04], [0.46, -2.54, 2.35], [4.74, -4.46, 2.08], [2.06, -2.64, -0.37], [6.08, -0.26, 1.53], [-1.62, 0.77, 2.49], [-8.52, -2.55, -0.68], [9.69, 0.58, 1.10]],
  "mulliken_charge": [-1.0542, 0.2772, 0.3471, 0.3843, 0.3048, 0.4356, 0.3821, 0.5007, -0.7905, -0.3367, -0.2221, 0.3367, -0.3812, 0.1993, 0.3835, 0.2990, -0.2284, 0.2814, 0.3283, 0.0122, -0.3148, -1.1160, 0.4390, 0.2421, 0.3323, 0.1777, 0.4680, 0.3332, -1.1022, 1.0511, 0.4112, -0.0058, -1.2913, -0.4615, -0.7622, 0.2582, 0.3973, 0.1389, -0.4821, -1.1763, -0.0919, 0.3458, 0.2942, -0.2157, 0.3859, -0.8111, 0.4803, -0.3164, -0.0621, -0.6218, -0.5416, -0.6608, -0.8243, -0.0722, 0.2251, 0.0797, 0.4390, -0.7442, 1.0925, -0.8672, 0.2099, 0.0180, -0.5455, 0.3657, 0.2438, 0.2954, 0.2783, -0.8909, 0.0357, 0.1447, -0.2827, 0.4346, -0.4434, 0.3678, 0.1604, -1.0689, 0.3266, 0.2302, 0.1999, -0.4601, 0.3702, 0.2832, 0.3624, 0.0123, -0.2666, 0.4763, -0.4257, 0.2987, 0.4698, 0.4271, -0.6664, 0.3230, 0.4354, 0.3839, 0.3877]
}